A 7-piece molecular cluster, C39H69FN2O18P overall in a non-equilibrium geometry, computed with the ωB97M-V functional and the def2-TZVPD basis.

XYZ file:
```
130
Properties=species:S:1:pos:R:3
C 4.1153 0.3991 -0.4067
C 3.1036 -0.5225 -1.0343
O 1.7931 0.1170 -1.0015
P 0.5711 -0.6468 -1.6407
O 0.9294 -1.6974 -2.6113
C -0.4373 -1.3110 -0.3027
C -1.4787 -0.3518 0.3035
C -2.9120 -0.8937 0.2862
O -3.4256 -0.9132 1.5956
C -4.7749 -1.3216 1.6217
C -5.6443 -0.2911 0.9104
N -5.4812 0.9864 1.5331
N -5.2679 -0.2927 -0.5850
C -5.5514 -1.6793 -1.1716
O -5.8618 -1.5622 -2.5144
C -5.8922 -2.8433 -3.1563
C -5.9505 0.8025 -1.3826
C -7.4988 0.8585 -1.3224
C -8.0700 1.6834 -0.1845
O -8.0964 -0.4253 -1.2420
C -3.7651 -0.0537 -0.6674
F -3.3977 -0.3782 -1.9186
O -0.3135 0.5139 -2.2824
C -0.5989 0.3998 -3.7090
C -1.4914 1.5638 -4.1101
H 4.2524 1.2938 -1.0180
H 5.0710 -0.1274 -0.3677
H 3.8209 0.6729 0.6057
H 3.0517 -1.4705 -0.4934
H 3.3421 -0.7350 -2.0744
H -0.9018 -2.1819 -0.7712
H 0.2483 -1.6900 0.4585
H -1.2362 -0.1105 1.3385
H -1.4486 0.5853 -0.2583
H -2.8999 -1.9129 -0.1287
H -4.8824 -2.3363 1.2177
H -5.0974 -1.3223 2.6610
H -6.6910 -0.5942 0.9638
H -4.8800 1.6664 1.0994
H -6.3488 1.4021 1.8364
H -6.3753 -2.1084 -0.5977
H -4.6551 -2.2865 -1.0321
H -6.4965 -3.5540 -2.5840
H -4.8773 -3.2331 -3.2726
H -6.3346 -2.6931 -4.1372
H -5.5570 1.7532 -1.0249
H -5.6018 0.6809 -2.4020
H -7.7962 1.3417 -2.2603
H -9.1113 1.9153 -0.4101
H -7.5252 2.6170 -0.0413
H -8.0959 1.1230 0.7471
H -8.0458 -0.8524 -2.1126
H -3.5959 1.0165 -0.5492
H 0.3394 0.4128 -4.2607
H -1.0886 -0.5564 -3.8881
H -1.3004 2.4263 -3.4730
H -1.2971 1.8524 -5.1430
H -2.5483 1.3065 -4.0178
O 6.4622 -2.2594 1.0604
C 5.8509 -1.9633 2.0476
O 4.6141 -1.4102 1.9845
C 4.1561 -1.0626 3.3104
C 4.9572 -1.9461 4.2545
C 6.2729 -2.1012 3.4941
H 4.3519 0.0004 3.4711
H 3.0843 -1.2392 3.3568
H 5.0547 -1.5204 5.2475
H 4.4679 -2.9157 4.3515
H 6.9771 -1.2962 3.7143
H 6.7732 -3.0533 3.6472
O -9.4024 1.4147 2.7306
C -10.0843 2.3837 2.5371
O -9.5380 3.5708 2.1942
C -10.5616 4.5865 2.1016
C -11.8582 3.8194 1.8664
C -11.5903 2.5157 2.6178
H -10.5711 5.1419 3.0405
H -10.2933 5.2618 1.2938
H -12.7364 4.3615 2.2074
H -11.9789 3.6147 0.8018
H -11.8657 2.5792 3.6721
H -12.0677 1.6434 2.1806
O 8.3113 -3.1399 -5.0355
C 7.7121 -2.8562 -4.0420
O 8.2192 -2.0112 -3.1103
C 7.3435 -1.9350 -1.9691
C 5.9747 -2.3536 -2.4899
C 6.3501 -3.3486 -3.5847
H 7.7104 -2.6137 -1.1980
H 7.3763 -0.9194 -1.5823
H 5.3396 -2.7601 -1.7058
H 5.4701 -1.4943 -2.9352
H 6.4729 -4.3615 -3.1960
H 5.6614 -3.3761 -4.4244
O 11.8534 -4.6186 1.5359
C 11.5396 -4.3525 0.4145
O 10.7052 -5.1421 -0.3075
C 10.5700 -4.6384 -1.6474
C 10.9339 -3.1622 -1.5573
C 11.9647 -3.1643 -0.4317
H 11.2505 -5.1947 -2.2952
H 9.5489 -4.8195 -1.9765
H 11.2927 -2.7568 -2.5000
H 10.0602 -2.5849 -1.2574
H 12.9779 -3.3505 -0.7926
H 11.9679 -2.2620 0.1733
O 2.7909 -0.8654 6.1825
C 2.1604 0.1448 6.0674
O 2.7458 1.3627 6.1124
C 1.7550 2.4040 6.0541
C 0.5376 1.7563 5.4001
C 0.6638 0.3102 5.8759
H 1.5497 2.7367 7.0731
H 2.1714 3.2335 5.4891
H -0.3964 2.2405 5.6756
H 0.6371 1.7997 4.3141
H 0.1838 0.1475 6.8425
H 0.2922 -0.4302 5.1725
O 1.1198 6.6433 -4.2614
C 1.2002 5.7524 -3.4750
O 0.0901 5.1799 -2.9211
C 0.4756 4.2094 -1.9407
C 1.8840 3.7954 -2.3171
C 2.4479 5.0800 -2.9149
H 0.4322 4.6772 -0.9534
H -0.2220 3.3754 -1.9613
H 2.4443 3.4202 -1.4623
H 1.8609 3.0074 -3.0718
H 2.8781 5.7404 -2.1602
H 3.1762 4.9270 -3.7057
```

LUMO in eV: -2.27
Max |F| in eV Å⁻¹: 1.2
HOMO-LUMO gap in eV: 8.6
Molar mass in g mol⁻¹: 903.949
Net charge: +1



A 4-piece molecular cluster, C39H72BF9N3O8 overall in a non-equilibrium geometry, computed with the ωB97M-V functional and the def2-TZVPD basis.

XYZ file:
```
132
Properties=species:S:1:pos:R:3
C 1.5047 4.4525 -3.3940
C 1.6851 4.7976 -1.8991
C 1.7658 3.5730 -0.9632
C 0.8473 3.6679 0.2586
C -0.6740 3.7565 -0.0253
C -1.1585 3.3081 -1.4113
C -2.5782 2.7176 -1.3871
C -3.6830 3.6669 -0.9090
C -3.9734 3.7465 0.5990
C -4.2601 2.3831 1.2698
C -3.3495 2.0325 2.4683
C -2.2317 1.0351 2.1228
C -2.6030 -0.4456 2.3725
C -2.2059 -1.3589 1.2047
B -0.6055 -1.6015 1.1885
O 0.1307 -0.5582 0.6973
C 0.0875 -2.9014 1.7306
C 0.3560 -2.7296 3.2451
C -2.9824 -2.6810 1.1295
N -2.6505 -3.1009 -0.2618
C -2.4223 -1.9163 -0.9342
N -2.0292 -1.8389 -2.1690
C -1.7496 -0.5473 -2.8275
C -1.0507 -0.7492 -4.1603
C -1.9249 -1.3512 -5.2651
C -2.0278 -2.8800 -5.3493
C -0.7052 -3.6601 -5.2618
C -0.4439 -4.3183 -3.9000
C 0.5579 -5.4746 -3.9712
C 0.5422 -6.3121 -2.7056
O 1.7115 -7.0895 -2.6474
C 1.8963 -7.7347 -1.4003
N -2.5715 -0.7777 -0.1377
H 0.6906 5.0174 -3.8487
H 2.4193 4.6434 -3.9576
H 1.2710 3.3925 -3.5310
H 0.8875 5.4626 -1.5656
H 2.6316 5.3356 -1.8127
H 1.5712 2.6421 -1.5057
H 2.7919 3.4759 -0.5916
H 1.0638 2.8182 0.9161
H 1.1422 4.5627 0.8191
H -1.1738 3.1471 0.7348
H -1.0027 4.7789 0.1634
H -0.4945 2.5500 -1.8318
H -1.2061 4.1806 -2.0682
H -2.8191 2.4575 -2.4271
H -2.5761 1.7755 -0.8320
H -4.6183 3.3271 -1.3729
H -3.5087 4.6702 -1.3123
H -3.1577 4.2449 1.1270
H -4.8509 4.3856 0.7219
H -5.2853 2.4073 1.6502
H -4.2295 1.5780 0.5281
H -3.9540 1.6321 3.2875
H -2.8842 2.9393 2.8629
H -1.3201 1.2719 2.6764
H -1.9689 1.1403 1.0715
H -3.6682 -0.5708 2.6015
H -2.0566 -0.8010 3.2527
H 0.9960 -0.8475 0.3943
H -0.5530 -3.7713 1.5643
H 1.0289 -3.0878 1.2031
H -0.5437 -2.9048 3.8376
H 0.7313 -1.7293 3.4737
H 1.1179 -3.4354 3.5741
H -2.6686 -3.4243 1.8584
H -4.0558 -2.4854 1.2218
H -3.3408 -3.6774 -0.7291
H -1.9188 -2.7032 -2.6874
H -2.6676 0.0357 -2.9315
H -1.1071 0.0145 -2.1445
H -0.1339 -1.3238 -3.9916
H -0.7325 0.2462 -4.4809
H -1.5347 -0.9993 -6.2219
H -2.9386 -0.9477 -5.1683
H -2.7478 -3.2769 -4.6210
H -2.4751 -3.0956 -6.3230
H -0.6601 -4.4209 -6.0430
H 0.1151 -2.9643 -5.4770
H -1.3920 -4.6910 -3.4866
H -0.0295 -3.5711 -3.2085
H 0.3267 -6.0985 -4.8397
H 1.5649 -5.0775 -4.1276
H 0.4903 -5.6481 -1.8258
H -0.3427 -6.9637 -2.6870
H 2.5248 -7.1247 -0.7437
H 2.3793 -8.6953 -1.5634
H 0.9400 -7.9003 -0.8936
H -3.5742 -0.5677 -0.1931
C 1.2325 9.0499 4.1649
C 1.6531 8.9187 2.7191
O 0.6871 8.1533 1.9610
C -0.3642 8.8079 1.5053
O -0.6281 9.9623 1.6387
C -1.2337 7.8363 0.6793
F -1.3725 6.6574 1.3007
F -0.6519 7.6043 -0.5052
F -2.4384 8.3359 0.4626
H 1.0607 8.0661 4.6026
H 2.0140 9.5536 4.7322
H 0.3125 9.6270 4.2550
H 2.5766 8.3593 2.6350
H 1.7995 9.8926 2.2540
C 5.9234 3.2970 1.5376
C 4.6776 4.1234 1.7632
O 4.8968 5.1353 2.7697
C 5.4751 6.2481 2.3485
O 5.8337 6.5051 1.2406
C 5.5744 7.2537 3.5152
F 5.9844 6.6737 4.6393
F 4.3535 7.7733 3.7338
F 6.4016 8.2394 3.2179
H 6.2654 2.8589 2.4753
H 5.7127 2.4938 0.8317
H 6.7296 3.9078 1.1336
H 3.8645 3.5155 2.1547
H 4.3369 4.5989 0.8440
C 1.4511 -12.9932 2.5035
C 0.2797 -12.2197 1.9441
O 0.3229 -10.8330 2.3635
C 1.0954 -10.0362 1.6543
O 1.7601 -10.3116 0.7015
C 1.0038 -8.5975 2.2078
F 1.0516 -8.5709 3.5359
F -0.1529 -8.0356 1.8223
F 1.9983 -7.8572 1.7334
H 1.4829 -12.9056 3.5893
H 1.3567 -14.0459 2.2404
H 2.3937 -12.6211 2.1035
H -0.6639 -12.5952 2.3318
H 0.2466 -12.2644 0.8567
```

LUMO in eV: -2.78
Max |F| in eV Å⁻¹: 1.0
ΔE to the lowest compared entry with this formula, charge and spin in kcal per mole: 0.0
HOMO-LUMO gap in eV: 8.8
Molar mass in g mol⁻¹: 892.812
Net charge: +1



C39H72Br2N4O7S as an isolated structure in a non-equilibrium geometry, computed with the ωB97M-V functional and the def2-TZVPD basis.

XYZ file:
```
125
Properties=species:S:1:pos:R:3
C 0.1640 -1.7175 -4.5251
C -0.1150 -0.7405 -3.5656
C -0.5137 0.3427 -2.4366
C 0.6186 0.8552 -1.3945
C -0.2997 1.8477 -0.3902
C -0.8105 2.8567 0.4820
O 1.8198 1.4436 -1.8927
C 1.8296 2.4665 -2.8836
C 1.1087 3.9048 -2.5601
C -0.4540 4.0569 -2.9543
C 1.6152 1.9739 -4.4715
C 2.6302 2.8031 -5.5112
C 1.8894 4.0620 -6.2551
C 3.0635 4.7794 -7.2062
C 0.7030 3.5864 -7.3307
C 1.1820 -0.3291 -0.3349
C 0.2334 -1.6327 -0.2119
C -1.1175 -1.4800 0.7417
O -0.9467 -1.6478 2.0853
N -2.5297 -1.3060 0.3023
C -3.0899 0.0701 0.3841
C -2.9766 -2.1415 -0.8467
O 1.0688 0.3101 1.0337
C 2.4035 0.8930 1.3983
N 3.2637 1.8387 1.7073
O 2.6143 -0.4963 -0.4027
C 3.2086 -1.5464 -1.1663
O 2.5621 -1.9904 -2.3925
C 3.1955 -3.1011 -3.0785
C 3.3167 -2.9302 -4.7309
C 4.6777 -0.8961 -1.6589
Br 4.5004 0.1367 -3.4147
C 5.2785 0.2258 -0.6300
C 5.8278 -0.3270 0.8030
Br 6.9308 0.9691 -1.5769
S 3.6361 -2.9622 0.0451
C 3.3881 -2.4894 1.8567
O 2.6953 -4.2164 -0.1531
O 5.0695 -3.5068 -0.0992
H 0.5643 -2.5626 -5.2673
H -1.4214 -0.0650 -1.8269
H -0.9208 1.3101 -3.0073
H -1.2076 3.7340 1.1846
H 2.9877 2.7928 -2.9364
H 1.7103 4.7300 -3.1784
H 1.2613 4.1366 -1.4234
H -1.2230 3.9427 -2.0481
H -0.6132 5.1796 -3.3292
H -0.8623 3.3754 -3.8072
H 0.5046 2.0386 -4.8264
H 1.9278 0.8311 -4.6204
H 3.6057 3.1854 -4.9904
H 2.9891 2.0302 -6.3473
H 1.4965 4.8943 -5.5037
H 3.3280 3.9655 -8.0258
H 2.6813 5.7403 -7.7553
H 4.0422 4.9864 -6.5753
H 1.1951 3.3457 -8.3902
H -0.0667 4.4618 -7.4730
H 0.1877 2.5749 -6.9861
H 0.8559 -2.4637 0.3803
H -0.1096 -2.1502 -1.1971
H -3.0677 0.6987 -0.6174
H -4.1951 0.1103 0.7942
H -2.4312 0.6889 1.1579
H -2.2151 -2.9615 -1.2187
H -3.2830 -1.4083 -1.7318
H -3.9804 -2.7064 -0.5438
H 4.2556 -3.4244 -2.7197
H 2.4915 -4.0538 -2.9298
H 4.4073 -3.0813 -5.1348
H 2.5670 -3.6425 -5.3093
H 2.9986 -1.8260 -5.0529
H 5.4731 -1.7150 -1.9129
H 4.5873 1.1905 -0.4999
H 6.3016 -1.3953 0.7938
H 6.7074 0.4103 1.1334
H 4.9761 -0.1666 1.5927
H 2.4580 -1.8080 2.0560
H 3.1487 -3.5189 2.4144
H 4.3836 -2.1044 2.3846
C -7.9013 -0.9386 -1.4319
C -7.8871 -1.1999 0.0717
N -7.7041 0.0027 0.8916
C -7.4488 -0.2985 2.3049
C -8.5621 -0.9742 3.0977
C -8.6467 1.0973 0.6536
C -10.1313 0.8043 0.8496
H -6.9800 -0.4460 -1.7591
H -7.9832 -1.8888 -1.9702
H -8.7542 -0.3232 -1.7340
H -7.0517 -1.8854 0.2644
H -8.8012 -1.7360 0.3422
H -7.1572 0.6226 2.8255
H -6.5598 -0.9410 2.3591
H -9.3547 -0.2673 3.3622
H -8.1643 -1.3644 4.0392
H -9.0114 -1.8148 2.5615
H -8.5044 1.4593 -0.3716
H -8.3740 1.9572 1.2771
H -10.4291 -0.1642 0.4379
H -10.7277 1.5702 0.3427
H -10.4110 0.8343 1.9053
C 1.4031 -0.8167 5.0155
C 1.4898 -1.1612 6.4998
N 2.6256 -2.0191 6.8550
C 2.5502 -2.5338 8.2270
C 2.6326 -1.5256 9.3677
C 3.9483 -1.5435 6.4452
C 4.4025 -0.1847 6.9700
H 1.3471 -1.7202 4.3998
H 0.5008 -0.2255 4.8267
H 2.2559 -0.2176 4.6822
H 0.5608 -1.6867 6.7561
H 1.4928 -0.2312 7.0752
H 3.3293 -3.2930 8.3734
H 1.6049 -3.0830 8.3313
H 3.6583 -1.1774 9.5245
H 2.3157 -1.9957 10.3034
H 1.9909 -0.6545 9.2078
H 3.9803 -1.5125 5.3496
H 4.7046 -2.2921 6.7101
H 3.6082 0.5667 6.9414
H 5.2271 0.1905 6.3548
H 4.7787 -0.2543 7.9933
```

LUMO in eV: -0.25
Max |F| in eV Å⁻¹: 11.8
HOMO-LUMO gap in eV: 7.8
Molar mass in g mol⁻¹: 900.901